Record 1
# C3H5NS

C3H5NS in the gas phase in a non-equilibrium geometry (ωB97M-V with the def2-TZVPD basis set, the OMol25 dataset).

Output
E_LUMO: 0.25 eV
HOMO level: -8.64 eV
Kohn-Sham gap: 8.89 eV
energy: -15515.3168 eV

Last column: natural (NBO) charge in e.
Positions of all 10 atoms, in Å:
C -0.690 -0.247 -1.373  -0.042
C -0.048 -0.404 1.041  -0.240
C 0.934 0.491 0.421  -0.214
H -0.150 0.023 -2.275  0.187
H 0.248 -1.266 1.690  0.220
H -0.848 0.246 1.402  0.208
H 2.042 0.322 0.507  0.202
H 0.698 1.515 0.355  0.199
N 0.170 -0.449 -0.348  -0.418
S -2.355 -0.231 -1.421  -0.102

Atomic forces in eV per Å
-1.3494 0.9050 -0.3351
-0.7018 0.1320 2.0582
3.2809 -0.7490 -0.3279
0.0742 0.0021 -0.1549
-0.2964 0.8062 -0.8549
-0.5001 -0.8821 -0.0295
-1.2340 -0.0630 -0.1759
-0.5262 1.0607 -0.1840
-0.3534 -0.7966 -0.3986
1.6061 -0.4153 0.4026



Record 2
# C3H5NS

A molecular structure, C3H5NS in a non-equilibrium geometry (ωB97M-V with the def2-TZVPD basis set, the OMol25 dataset).

Output
E_LUMO: 0.20 eV
HOMO level: -8.16 eV
Kohn-Sham gap: 8.36 eV
energy: -15514.0975 eV

Last column: natural (NBO) charge in e.
Positions of all 10 atoms, in Å:
C -0.183 -0.246 1.073  -0.106
C -0.076 0.159 -0.135  0.009
C -0.653 0.646 -1.418  -0.686
N 0.954 -0.930 1.466  -0.728
S 1.803 -0.849 -0.044  0.188
H -1.039 -0.224 1.823  0.205
H 0.156 0.658 -2.130  0.248
H -1.390 -0.198 -1.693  0.238
H -1.062 1.755 -1.217  0.242
H 1.490 -0.772 2.274  0.390

Atomic forces in eV per Å
-1.5795 -0.8299 5.3639
3.5973 -0.2810 -3.9172
-1.6636 0.2175 1.6365
-0.4047 -1.2733 -1.2076
-2.1470 1.6501 -0.4114
0.9113 0.3643 -1.2130
-0.0306 0.2624 -0.3472
0.5814 1.9750 -0.1464
0.4814 -2.6601 -0.8980
0.2541 0.5752 1.1404



Record 3
# C3H5NS

C3H5NS in the gas phase in a non-equilibrium geometry (ωB97M-V with the def2-TZVPD basis set, the OMol25 dataset).

Output
E_LUMO: -0.24 eV
HOMO level: -8.77 eV
Kohn-Sham gap: 8.54 eV
energy: -15515.5455 eV

Last column: natural (NBO) charge in e.
Positions of all 10 atoms, in Å:
C -0.329 0.148 0.341  0.168
C 2.005 -0.707 0.157  -0.072
C -1.639 0.341 -0.262  -0.688
N 0.623 -0.553 -0.170  -0.426
S 3.205 0.442 0.091  -0.059
H -0.006 0.838 1.121  0.171
H 2.245 -1.687 0.327  0.184
H -1.600 -0.028 -1.405  0.234
H -2.582 -0.137 0.135  0.251
H -1.922 1.342 -0.335  0.236

Atomic forces in eV per Å
3.3058 0.0040 -0.0567
-1.7451 4.0375 -0.7862
-1.7743 -2.8160 -3.6389
0.2385 -0.1720 0.3487
-1.4825 -1.0290 0.0169
-0.4058 -0.1466 0.6398
0.4840 -2.4774 0.5696
-0.0008 0.6252 2.5468
1.4121 0.0202 0.2081
-0.0318 1.9541 0.1519



Record 4
# C3H5NS

2 unconnected molecules or ions with the total composition C3H5NS in a non-equilibrium geometry (ωB97M-V with the def2-TZVPD basis set, the OMol25 dataset).

Output
E_LUMO (spin up / spin down): 0.02 / 0.02 eV
HOMO level (spin up / spin down): -8.08 / -8.08 eV
Kohn-Sham gap (spin up / spin down): 8.10 / 8.10 eV
energy: -15512.0338 eV

Last column: natural (NBO) charge in e.
Positions of all 10 atoms, in Å:
C 0.479 1.726 0.022  -0.249
C 0.314 0.752 0.737  -0.050
C 0.285 -0.551 1.223  -0.369
N -0.416 -1.270 -0.727  -0.889
S -0.556 -0.119 -1.805  0.411
H 0.517 2.593 -0.520  0.227
H -0.577 -0.713 1.775  0.226
H 1.157 -1.179 1.190  0.221
H 0.557 -1.588 -0.590  0.368
H -1.760 0.348 -1.304  0.105

Atomic forces in eV per Å
-0.8293 -2.0679 0.9831
1.8052 0.3453 0.3880
-0.2752 1.6690 -2.7673
0.8237 -1.6534 2.7062
-0.6808 1.6119 -0.3605
0.2014 1.6581 -0.7802
-1.1560 -1.1729 1.2344
0.1180 0.0631 0.6080
-0.6007 -0.1330 -1.2240
0.5937 -0.3203 -0.7878